No. 1
This record from the OMol25 dataset describes a 8-piece molecular cluster, C57H62N13O overall. The level of theory is ωB97M-V/def2-TZVPD.

Properties
LUMO level: -2.78 eV
total charge: +1

The geometry in XYZ format:
```
133
Properties=species:S:1:pos:R:3:forces:R:3
C 1.226190 -3.557148 1.735783 -0.6 0.8 0.0
C -0.132734 -3.079651 1.975716 0.8 0.0 -0.2
C -1.068722 -2.415380 0.820440 0.0 -3.2 -0.2
C -0.145207 -2.127573 -0.446031 3.3 2.0 -2.4
N 0.994291 -1.224959 -0.365084 -2.8 -3.2 -3.7
C 1.567657 -1.258018 -1.696084 -2.9 -1.2 3.2
N 2.654321 -0.489868 -1.920756 -1.0 -1.3 -1.8
N 3.111195 0.297679 -0.880128 1.2 0.6 0.4
C 4.585384 0.211781 -0.691513 1.3 1.1 0.2
C 5.457711 0.551569 -1.999138 0.5 -0.1 0.3
C 5.011971 1.881651 -2.776849 0.5 0.0 0.4
C 5.163867 3.237239 -1.933342 -0.4 0.4 -0.5
N 0.828245 -2.144243 -2.556445 2.3 2.1 0.4
C 1.147089 -2.453368 -3.984344 0.3 0.0 -1.6
C 1.277651 -1.243723 -4.962971 0.9 -5.2 -1.9
C 1.660211 -1.729983 -6.412131 -0.6 -1.7 3.9
C 1.839686 -3.250563 -6.583934 -0.3 1.4 0.3
N 1.689939 -4.316942 -5.662556 -0.5 4.2 1.5
C 1.354225 -3.935717 -4.339305 0.3 3.0 -2.0
N -0.214904 -2.637628 -1.801086 -1.8 -0.2 4.4
C -1.310938 -3.574905 -2.244423 -0.5 0.1 -0.9
C -2.237544 -2.810420 -3.303866 -0.3 0.4 -3.8
O -2.021437 -3.045698 -4.537368 -0.6 0.6 4.6
C -3.363562 -1.757946 -2.967324 -2.5 2.3 0.5
C -3.581273 -1.050665 -1.611228 -1.8 0.9 -2.0
C -4.696855 0.016199 -1.372704 -0.2 -1.1 -3.1
C -5.672153 0.405932 -2.508148 3.1 -2.9 -0.8
C -5.481204 -0.307337 -3.893981 2.2 -1.0 2.3
C -4.352716 -1.354768 -4.128104 -0.8 1.8 3.0
H 2.062832 -2.779222 1.916015 -1.0 -2.2 1.7
H 1.509001 -4.589321 1.340244 -0.5 2.1 -1.4
H -0.534664 -3.202735 3.049532 1.0 2.2 -1.4
H -1.610606 -1.485918 1.210197 1.2 -1.2 -0.5
H -1.885680 -3.213433 0.612256 1.0 1.6 -0.3
H 3.076247 -0.537005 -2.864742 -0.1 0.4 0.9
H 2.781742 1.277377 -0.960903 0.4 -1.0 -0.2
H 4.931739 -0.783542 -0.239746 -0.9 1.3 -0.8
H 4.856138 1.014594 0.097947 -0.7 -1.3 -1.2
H 6.562245 0.671112 -1.644951 -1.9 -0.2 -0.7
H 5.433575 -0.347260 -2.717130 0.0 1.3 0.9
H 5.699882 1.978426 -3.697395 -1.3 -0.2 1.3
H 3.921205 1.777099 -3.106981 1.4 0.2 0.2
H 4.579581 3.229314 -0.939533 1.1 -0.1 -1.4
H 4.692723 4.090610 -2.552568 0.7 -1.3 0.9
H 6.266707 3.526025 -1.781772 -1.7 -0.7 0.0
H 1.143356 -0.153811 -4.673084 0.1 -1.7 -0.3
H 1.813639 -0.981030 -7.273639 -0.3 -1.5 1.6
H 2.145912 -3.574685 -7.649067 -0.6 0.4 2.0
H 1.255352 -4.754944 -3.543565 0.2 1.4 -1.4
H -1.955116 -3.905815 -1.365306 1.3 0.8 -0.9
H -0.883901 -4.518876 -2.734498 -0.6 1.6 0.6
H -2.895629 -1.262432 -0.729532 -1.0 0.2 -1.4
H -4.824399 0.552320 -0.358970 0.6 -1.2 -1.7
H -6.502928 1.185106 -2.362562 1.5 -1.4 -0.3
H -6.184564 -0.072232 -4.774462 1.3 -0.4 1.7
H -4.282342 -1.821217 -5.161547 0.1 0.6 1.7
N -4.057271 1.074055 1.983970 0.1 0.0 0.6
C -2.811152 1.230029 2.461840 -0.5 -0.1 -0.3
C -2.515346 1.400865 3.804165 0.0 0.0 0.0
C -3.565258 1.416254 4.710638 0.0 0.0 0.1
C -4.863105 1.259360 4.244999 0.2 0.0 0.0
C -5.054782 1.091044 2.883172 0.3 0.0 -0.5
H -2.024094 1.214154 1.714024 0.0 0.0 0.0
H -1.490272 1.519259 4.133520 -0.1 0.0 0.0
H -3.373603 1.548902 5.770004 0.1 0.0 -0.1
H -5.706207 1.266818 4.924397 0.0 0.0 -0.1
H -6.050565 0.960690 2.471263 0.0 0.0 0.1
N -9.077448 2.073285 -3.512578 -0.3 0.4 0.4
C -9.961768 1.648871 -2.594656 0.4 0.0 -0.4
C -10.799929 2.492077 -1.883614 0.0 0.1 0.0
C -10.721203 3.855698 -2.128660 0.0 0.1 0.0
C -9.815598 4.322719 -3.070359 0.0 0.0 0.2
C -9.023363 3.397546 -3.731386 0.1 -0.6 0.1
H -9.983844 0.575463 -2.436028 0.0 0.0 0.0
H -11.496179 2.093313 -1.156402 0.0 0.0 0.0
H -11.359823 4.547999 -1.591003 0.0 0.0 0.0
H -9.727643 5.380584 -3.286278 0.0 -0.1 -0.1
H -8.302445 3.713042 -4.479155 0.0 0.1 0.0
N -0.514715 1.768951 6.779521 0.3 0.4 0.4
C 0.253068 1.255804 7.754754 -0.3 0.0 -0.4
C 0.940247 2.024420 8.680145 0.0 0.1 0.0
C 0.834201 3.405182 8.594698 0.0 0.1 0.1
C 0.049143 3.962572 7.595653 0.1 -0.1 0.1
C -0.601302 3.107968 6.720621 0.0 -0.6 -0.1
H 0.306981 0.172117 7.778480 0.0 0.0 0.1
H 1.543235 1.555765 9.447798 0.0 0.0 0.0
H 1.358121 4.040906 9.300095 0.0 0.0 0.0
H -0.055576 5.036020 7.499412 0.0 -0.1 0.0
H -1.229748 3.496004 5.924713 0.0 0.1 0.0
N 1.633084 -3.087122 4.845890 0.5 -0.1 0.4
C 2.190787 -4.304234 4.960726 -0.3 0.4 -0.1
C 3.286720 -4.578201 5.762151 0.0 0.1 0.1
C 3.846176 -3.536341 6.486899 0.1 0.0 0.1
C 3.292015 -2.268226 6.386016 0.1 -0.2 0.0
C 2.193240 -2.097302 5.559581 -0.4 -0.3 -0.4
H 1.720304 -5.085286 4.372239 0.1 0.0 0.0
H 3.692816 -5.579444 5.817837 0.0 0.1 -0.1
H 4.705955 -3.710715 7.124635 0.0 0.0 -0.1
H 3.703714 -1.431917 6.937312 0.0 0.0 0.0
H 1.722205 -1.125228 5.450445 0.0 0.0 0.0
N 6.036931 -5.864037 4.495324 0.6 -0.4 -0.1
C 6.497855 -6.753458 5.389893 -0.3 0.4 -0.3
C 7.690072 -7.444540 5.246875 0.1 0.0 -0.1
C 8.452753 -7.209005 4.112358 0.1 0.0 0.0
C 7.999612 -6.296398 3.170506 0.0 -0.1 0.1
C 6.795404 -5.653803 3.407660 -0.4 0.0 0.4
H 5.864830 -6.905864 6.258552 0.1 -0.1 0.0
H 8.013801 -8.149099 6.002734 0.0 0.0 0.0
H 9.391477 -7.731348 3.963500 -0.1 0.0 0.0
H 8.569148 -6.088625 2.273243 0.0 0.0 0.0
H 6.400834 -4.928971 2.702500 0.1 0.0 0.0
N 8.709621 1.859706 -0.871582 0.5 0.1 0.3
C 9.875986 1.323925 -1.267742 -0.5 0.1 0.0
C 11.094538 1.601243 -0.670113 0.0 0.1 0.1
C 11.115353 2.486684 0.397707 0.1 0.0 0.0
C 9.925369 3.056666 0.826835 0.1 -0.1 -0.1
C 8.758268 2.712116 0.165159 -0.2 -0.3 -0.4
H 9.808803 0.640527 -2.108103 0.1 0.0 0.0
H 12.004152 1.137354 -1.030416 -0.1 0.0 0.0
H 12.049959 2.730195 0.891017 -0.1 0.0 0.0
H 9.905029 3.752043 1.656588 0.0 0.0 -0.1
H 7.801970 3.128820 0.466029 0.1 0.0 0.0
N -10.484104 6.574064 -5.760761 0.2 -0.1 -0.6
C -10.308159 5.331985 -6.239780 -0.1 0.5 0.2
C -10.067850 5.046715 -7.574196 0.0 0.1 -0.1
C -10.008894 6.103946 -8.470758 0.0 0.0 -0.1
C -10.189064 7.397951 -8.003113 0.0 -0.2 0.0
C -10.420383 7.578834 -6.649073 -0.1 -0.3 0.5
H -10.366750 4.540705 -5.502157 -0.1 0.0 -0.2
H -9.930796 4.024386 -7.904138 0.0 0.0 0.0
H -9.824098 5.921457 -9.523824 0.0 0.0 0.1
H -10.150034 8.246391 -8.674796 0.0 0.0 0.1
H -10.563844 8.571667 -6.234757 0.0 0.0 -0.1
```
Forces are in eV/Å.



No. 2
This record from the OMol25 dataset describes a 8-piece molecular cluster, C57H65FN8O18P overall. The level of theory is ωB97M-V/def2-TZVPD.

Properties
LUMO level (spin up / spin down): -0.94 / -0.94 eV
<S²>: 0.755
spin multiplicity: 2

The geometry in XYZ format:
```
150
Properties=species:S:1:pos:R:3:forces:R:3
C 1.194716 -1.684855 2.288434 -0.9 -0.1 0.3
C 0.673879 -1.619982 0.734735 -0.3 -2.2 0.7
O 1.536745 -0.855541 -0.180535 -2.3 2.7 1.8
P 1.226350 0.856518 -0.110041 4.1 1.9 -4.1
O 2.053925 1.520366 -1.319753 -3.0 -2.4 4.5
C -0.645904 1.313307 -0.380592 -0.3 -0.7 1.9
C -1.202128 1.799385 1.082628 0.0 1.6 -0.1
C -2.804483 2.281582 1.057050 1.7 -1.6 0.7
F -2.895126 3.441065 0.134053 0.0 -2.2 1.7
C -3.644473 1.000887 0.489577 -0.2 0.2 -0.8
C -5.150087 0.802062 1.081576 -1.7 -1.7 -3.0
C -5.390251 -0.802201 1.489373 1.5 0.9 1.4
C -6.187853 1.046270 -0.208842 0.3 -0.4 0.0
N -5.589164 1.770759 2.144546 2.1 2.4 -1.5
O -5.998632 2.950119 1.603479 0.5 -2.7 1.2
C -4.533621 2.080910 3.173855 0.2 1.6 3.2
C -4.131221 0.844315 4.172085 -0.2 -0.9 -1.0
C -5.201333 3.252757 4.165185 0.9 -0.3 0.8
C -3.151568 2.738247 2.589448 -0.6 0.4 -0.9
O 1.810901 1.427796 1.433565 -0.8 -0.6 -3.2
C 2.907013 2.401667 1.284178 2.6 0.9 1.4
C 3.614805 2.517536 2.792569 -0.6 0.5 -0.1
H 0.593939 -0.886887 2.919755 1.5 -1.4 -1.2
H 2.360959 -1.534577 2.414615 -2.6 -0.3 -0.4
H 0.859840 -2.742922 2.724881 0.9 2.3 -1.0
H 0.684322 -2.743456 0.333546 0.0 2.5 0.7
H -0.455172 -1.276509 0.704147 2.2 -0.5 0.0
H -0.732702 2.176126 -1.169217 0.5 -1.9 1.5
H -1.199883 0.322822 -0.671675 1.1 2.0 0.2
H -0.591739 2.771401 1.396757 -1.2 -2.1 -0.6
H -0.998136 1.001320 1.944145 -0.7 1.6 -2.0
H -3.724615 1.151645 -0.692422 0.1 -0.3 2.6
H -3.076910 -0.042557 0.611855 -0.9 2.5 0.1
H -4.359578 -1.148890 1.981960 -2.3 0.4 -1.0
H -5.609822 -1.479758 0.560741 0.3 1.5 1.9
H -6.187511 -0.865646 2.346624 1.3 0.0 -2.0
H -6.154153 0.081656 -0.887924 0.1 2.0 1.3
H -7.281007 1.140362 0.198385 2.1 0.1 -0.9
H -5.844245 1.977163 -0.860514 -1.0 -1.9 1.6
H -3.839812 1.205413 5.255278 -0.4 -0.6 -2.5
H -3.240007 0.261440 3.633289 -1.8 1.1 1.5
H -5.018946 0.088772 4.288591 1.6 1.5 -0.2
H -4.483113 3.314756 5.111939 -1.5 -0.1 -2.0
H -5.192921 4.317863 3.675905 -0.3 -2.3 0.8
H -6.262171 2.934138 4.579518 2.1 0.7 -1.1
H -2.268421 2.410210 3.287567 -1.7 0.8 -1.4
H -3.264949 3.916939 2.581914 0.4 -2.5 0.0
H 2.535438 3.492314 0.980117 0.6 -2.6 0.5
H 3.786730 2.023345 0.572976 -2.4 0.8 1.3
H 2.773286 2.771754 3.574537 1.6 -0.7 -1.5
H 4.358153 3.442151 2.798581 -1.5 -2.2 -0.1
H 4.164296 1.513294 3.104385 -1.2 2.2 -0.8
C 4.968059 -5.110561 -2.441641 -0.1 0.0 0.0
C 5.181450 -6.216542 -1.617378 -0.4 0.2 0.1
C 4.199825 -6.609623 -0.705625 0.0 0.0 0.0
C 3.000880 -5.887358 -0.630564 0.7 0.3 -0.6
C 2.787174 -4.772037 -1.451450 0.0 0.0 0.0
C 3.777394 -4.386806 -2.357392 0.0 -0.3 0.2
N 1.954737 -6.310837 0.307904 -0.5 -0.3 0.5
O 2.189304 -7.291003 1.030369 -0.3 1.3 -1.1
O 0.895803 -5.667003 0.321180 1.4 -0.9 -0.1
H 5.734093 -4.811274 -3.154959 -0.1 0.0 0.1
H 6.112633 -6.774651 -1.687859 -0.2 0.1 0.1
H 4.381362 -7.473798 -0.070329 -0.2 0.3 -0.1
H 1.863433 -4.199484 -1.400160 0.2 -0.3 0.1
H 3.619752 -3.524237 -3.001107 0.0 -0.2 0.2
C -1.367997 6.202786 -2.794465 0.1 0.1 0.1
C -1.277649 5.779472 -1.467520 0.2 0.3 -0.1
C -0.697578 6.609342 -0.506153 0.0 0.1 -0.1
C -0.213149 7.868773 -0.885534 -0.4 -0.6 -0.7
C -0.295603 8.293117 -2.218425 0.0 0.0 0.0
C -0.875250 7.453252 -3.171476 0.0 -0.1 0.4
N 0.374648 8.756121 0.125199 0.5 0.7 1.0
O 0.446783 8.336896 1.289995 -0.1 0.7 -1.7
O 0.761104 9.874674 -0.242947 -0.5 -1.6 0.5
H -1.826224 5.554511 -3.539429 0.1 0.1 0.2
H -1.662599 4.802906 -1.181710 0.1 0.3 0.0
H -0.634732 6.264868 0.523771 0.1 0.3 -0.2
H 0.080812 9.265984 -2.527599 -0.1 -0.2 0.3
H -0.946666 7.774811 -4.208175 0.0 0.0 0.2
C 5.756379 6.756656 -3.357240 0.0 -0.1 0.1
C 4.923337 7.400427 -2.440867 0.2 -0.4 0.1
C 4.668158 6.818108 -1.197814 0.0 -0.1 0.0
C 5.258814 5.587390 -0.879650 0.2 0.4 -0.9
C 6.089356 4.935215 -1.800700 0.0 0.0 0.0
C 6.334879 5.526032 -3.041798 -0.2 0.2 0.3
N 5.014854 4.982382 0.435235 -0.2 -0.5 1.0
O 4.259122 5.580978 1.215141 1.1 -0.9 -1.1
O 5.581486 3.910386 0.691740 -0.7 1.6 -0.4
H 5.956895 7.217333 -4.323042 0.0 -0.1 0.2
H 4.474953 8.358617 -2.694594 0.1 -0.2 0.1
H 4.016755 7.332515 -0.494668 0.2 -0.3 0.0
H 6.550289 3.977358 -1.568761 -0.2 0.3 0.1
H 6.980621 5.029116 -3.762449 -0.1 0.1 0.2
C -0.185773 -6.658282 2.954293 0.1 0.0 0.2
C -1.429876 -6.759787 2.329756 -0.1 0.1 0.5
C -2.601208 -6.665366 3.083718 0.1 0.0 0.0
C -2.514641 -6.463768 4.468144 0.8 -0.1 -0.5
C -1.266923 -6.369210 5.098795 0.0 0.0 0.0
C -0.102437 -6.468015 4.334675 -0.5 0.0 -0.2
N -3.742483 -6.338204 5.262569 -1.0 0.1 0.7
O -4.826828 -6.446396 4.670796 1.5 0.2 0.9
O -3.624731 -6.127144 6.478146 -0.2 -0.3 -1.7
H 0.724715 -6.726886 2.361414 -0.5 -0.1 0.4
H -1.486646 -6.909548 1.253697 0.0 0.1 0.2
H -3.563034 -6.746442 2.582049 0.1 0.1 0.3
H -1.185127 -6.217725 6.173089 -0.3 0.0 -0.3
H 0.870890 -6.392843 4.814498 -0.2 0.0 -0.1
C 2.535489 -5.738215 -8.784085 0.1 0.0 0.1
C 2.521023 -4.470624 -8.200009 0.3 -0.3 0.1
C 3.528090 -4.100144 -7.306726 0.0 -0.1 0.0
C 4.552020 -5.009476 -7.007642 -0.7 -0.2 -0.6
C 4.564776 -6.285433 -7.586637 0.0 0.0 0.0
C 3.550681 -6.645566 -8.476347 0.0 0.4 0.2
N 5.627414 -4.616855 -6.089029 0.9 0.3 0.8
O 5.570411 -3.486337 -5.582685 0.1 -1.6 -0.6
O 6.532503 -5.436208 -5.875692 -1.3 1.2 -0.2
H 1.751182 -6.020514 -9.484350 0.2 0.1 0.2
H 1.725635 -3.769534 -8.443697 0.2 -0.1 0.1
H 3.502623 -3.108591 -6.860038 0.2 -0.3 0.0
H 5.350653 -7.002789 -7.359601 -0.1 0.3 0.1
H 3.553398 -7.632662 -8.933380 0.0 0.2 0.1
C -11.270610 2.725639 -3.145505 0.1 -0.1 0.0
C -11.590494 1.367271 -3.171057 0.4 0.1 0.0
C -10.577976 0.411721 -3.276529 0.1 0.0 0.0
C -9.242052 0.829400 -3.351515 -0.7 0.7 0.1
C -8.918626 2.192685 -3.333837 0.0 -0.1 0.0
C -9.940067 3.139117 -3.230911 -0.1 -0.4 0.0
N -8.171399 -0.171045 -3.436859 0.9 -1.0 -0.1
O -8.499283 -1.366521 -3.468987 0.5 1.8 0.1
O -7.001358 0.236505 -3.467664 -1.6 -0.6 0.0
H -12.063154 3.466804 -3.057472 0.2 -0.2 0.0
H -12.629931 1.052892 -3.105557 0.3 0.0 0.0
H -10.843705 -0.642982 -3.295077 0.3 0.2 0.0
H -7.886432 2.530950 -3.396279 -0.2 -0.3 0.0
H -9.699015 4.199697 -3.213322 0.0 -0.2 0.0
C 6.793143 0.219111 5.674089 0.0 -0.1 0.0
C 7.749373 -0.501611 4.956924 -0.4 -0.2 0.1
C 7.447428 -1.775989 4.473001 -0.1 0.0 0.0
C 6.177390 -2.319591 4.710217 0.2 0.9 0.3
C 5.218136 -1.601396 5.436503 0.0 0.0 0.0
C 5.532685 -0.328992 5.917874 0.3 -0.2 -0.2
N 5.845265 -3.648280 4.182249 -0.2 -1.3 -0.5
O 6.727174 -4.259886 3.561058 -1.3 0.9 0.9
O 4.701372 -4.080485 4.384108 1.6 0.6 -0.3
H 7.031311 1.214713 6.044567 -0.1 -0.2 -0.1
H 8.730036 -0.068299 4.772271 -0.2 -0.1 0.0
H 8.203541 -2.324800 3.915817 -0.3 0.0 0.1
H 4.230289 -2.013258 5.632141 0.3 -0.1 -0.2
H 4.793824 0.237732 6.480150 0.1 -0.2 -0.1
```
Forces are in eV/Å.



Number 1: energy -2995.46223 hartree. Number 2: energy -4443.66169 hartree.